69
Properties=species:S:1:pos:R:3:forces:R:3 method="wB97M-V/def2-TZVPD" homo_lumo_gap_ev=9.038 molar_mass_g_mol=477.03 e_homo_ha=-0.424 total_energy_ev=-66559.1915 fmax_ev_per_a=1.4 total_charge=+1
C 3.955398 -1.191602 -0.151285 -0.3 -0.1 0.1
C 3.374492 0.078972 -0.795185 0.2 -0.3 0.2
N 2.006143 0.343968 -0.343736 0.2 0.2 -0.1
C 0.965608 0.550510 -1.333882 0.1 -0.7 0.2
C 1.215186 1.563934 -2.440857 -0.1 0.2 0.0
C 1.862358 2.935132 -2.109812 -0.1 0.1 0.0
C 3.349503 3.034884 -2.510732 -0.1 0.0 0.0
C 1.656337 3.435393 -0.671858 0.1 0.2 -0.2
C 0.560522 -0.821303 -1.925136 0.2 0.5 -0.5
O 1.494699 -1.531089 -2.671630 0.1 -0.1 0.3
N 0.121667 -1.555313 -0.720305 -1.1 0.6 -0.6
C -0.700489 -2.737299 -1.085316 0.4 -0.5 0.2
C 0.069979 -4.066789 -1.007928 0.0 0.1 -0.2
C -0.834295 -5.276131 -0.767523 0.2 0.1 -0.2
Cl -0.726902 -5.934710 0.893638 -0.1 0.1 0.1
C -0.423530 -0.553806 0.043438 0.3 0.0 0.4
N -0.979383 -0.658758 1.229227 -0.3 -0.6 -0.6
P -1.158521 -1.964134 2.414237 -0.2 0.5 0.6
N -2.454374 -2.884711 1.834092 0.5 -0.3 0.1
O 0.144254 -2.856495 2.018928 0.0 0.1 -0.1
N -0.247426 0.722896 -0.487792 0.4 -0.1 0.2
C -1.450508 1.409008 -1.025822 -0.1 0.4 0.0
O -2.536065 1.218160 -0.195941 0.0 0.0 -0.2
C -3.480944 0.218296 -0.595295 -0.2 -0.2 0.3
C -4.851888 0.832226 -0.816840 -0.1 0.0 -0.1
H 3.141414 -1.792185 0.258938 0.0 0.0 -0.1
H 4.482149 -1.811402 -0.875464 0.1 0.1 0.0
H 4.624064 -0.955832 0.676117 0.1 0.0 0.0
H 4.015239 0.926512 -0.543265 0.0 0.1 -0.2
H 3.396111 -0.036259 -1.876666 -0.1 0.1 0.0
H 1.955939 1.069743 0.355106 0.0 0.1 -0.1
H 1.853858 1.046815 -3.161597 0.0 0.0 0.0
H 0.276069 1.745545 -2.972336 0.0 -0.1 0.0
H 1.338179 3.650777 -2.746838 -0.1 -0.1 0.0
H 3.525150 3.942256 -3.088087 0.0 0.0 0.1
H 3.664314 2.198778 -3.135458 0.0 0.0 0.0
H 4.003641 3.076188 -1.639723 0.0 -0.1 0.0
H 1.782323 4.519118 -0.654878 0.0 0.0 0.0
H 0.663666 3.215778 -0.278316 0.0 0.0 0.1
H 2.421361 3.035664 -0.005176 -0.1 -0.1 0.1
H -0.318640 -0.605113 -2.550297 0.0 -0.2 0.0
H 1.226970 -1.534492 -3.595897 0.1 0.0 0.1
H -0.995086 -2.595165 -2.127733 -0.2 0.1 0.0
H -1.626430 -2.764702 -0.513833 0.1 0.1 0.3
H 0.562054 -4.220033 -1.970272 0.1 0.1 0.0
H 0.871372 -3.987495 -0.277841 -0.1 -0.1 0.2
H -1.880423 -5.031739 -0.949963 0.0 -0.1 0.0
H -0.559345 -6.098452 -1.420055 0.0 0.0 0.0
H -1.306233 0.252120 1.585783 0.0 0.1 0.2
H -2.123701 -3.724754 1.360215 -0.1 0.0 -0.2
H -2.962084 -3.223789 2.647357 -0.2 0.2 -0.1
H 0.650314 -3.042051 2.820578 0.1 -0.1 -0.2
H -1.675740 1.080904 -2.049831 0.0 -0.1 0.0
H -1.215373 2.473102 -1.065060 0.0 0.0 0.1
H -3.132338 -0.318008 -1.485804 0.1 0.2 -0.1
H -3.536394 -0.517292 0.211998 0.1 0.0 0.0
H -4.766532 1.834876 -1.234753 0.1 0.0 -0.1
H -5.441401 0.227221 -1.506161 0.0 0.0 0.0
H -5.403720 0.907030 0.118567 0.0 0.1 0.0
C -0.059680 1.178794 4.598309 0.0 0.1 0.1
S -1.662746 1.800674 4.081488 0.0 -0.3 0.2
O -1.587916 1.908851 2.588517 0.1 -0.1 -0.1
C -1.488144 3.438387 4.785605 0.0 0.1 -0.2
H 0.036610 0.164080 4.218069 0.0 0.0 0.0
H 0.722546 1.815036 4.184173 0.0 0.0 0.0
H -0.009495 1.164871 5.686744 0.0 0.0 0.0
H -0.610451 3.928855 4.364862 0.0 0.0 0.0
H -1.398972 3.341620 5.866661 0.0 0.0 0.0
H -2.384321 4.003931 4.539533 0.0 0.0 0.0

---

63
Properties=species:S:1:pos:R:3:forces:R:3 method="wB97M-V/def2-TZVPD" homo_lumo_gap_ev="6.815 / 4.185" molar_mass_g_mol=544.68 s_squared=8.767 e_homo_ha="-0.578 / -0.720" spin_multiplicity=6 total_energy_ev=-45244.2412 fmax_ev_per_a=10.2 total_charge=+3
Ir 0.392579 0.267052 0.043542 -0.6 1.6 -1.6
P -1.085522 1.623970 1.200119 -3.1 3.1 0.2
P 1.193308 -1.175072 -1.571411 0.5 -2.2 -4.2
N -0.968916 0.810550 -1.608810 -2.8 1.3 -1.6
C -2.189646 2.334007 -0.086611 -0.2 0.0 -0.7
H -3.202232 2.559425 0.288639 0.5 0.0 0.1
H -1.756329 3.290153 -0.444921 -0.2 -0.5 0.2
C -2.345519 1.363606 -1.273867 0.1 -0.2 -0.3
H -3.000302 0.495660 -1.075592 0.2 0.5 0.1
H -2.725315 1.911843 -2.182894 0.2 -0.6 1.0
C -1.067506 -0.056771 -2.776169 -0.2 -0.9 -1.0
H -1.435104 0.521118 -3.668561 0.2 -0.6 0.8
H -1.813855 -0.835516 -2.539414 0.3 0.2 -0.2
C 0.309997 -0.671315 -3.098019 -0.2 0.3 -0.5
H 0.928506 0.054569 -3.666039 -0.3 -0.3 0.4
H 0.157366 -1.533176 -3.772252 0.2 0.3 0.3
C 0.828316 -2.983913 -1.433932 -0.7 -1.2 0.7
C 1.223752 -3.569793 -0.076603 0.2 0.0 0.2
H 0.811490 -4.585689 0.009842 0.2 0.3 0.0
H 0.825347 -2.978360 0.755884 0.0 -0.2 -0.1
H 2.314732 -3.630796 0.039530 -0.4 -0.1 0.0
C 3.000343 -0.883362 -1.902864 0.6 0.7 0.8
C 3.894593 -1.556820 -0.856071 0.0 0.0 0.3
H 4.906832 -1.135341 -0.938022 -0.3 -0.2 0.0
H 3.966468 -2.643893 -1.005443 0.0 0.4 0.0
H 3.555397 -1.360989 0.170150 0.1 -0.1 -0.2
C -0.244393 3.071812 2.003412 0.8 -0.1 0.3
C 0.424650 2.694711 3.331275 0.2 -0.2 0.1
H 1.131729 3.490607 3.609589 -0.3 -0.2 -0.1
H 1.007839 1.766952 3.255755 -0.1 0.2 0.1
H -0.305878 2.589689 4.146909 0.2 0.1 -0.3
C -2.312563 0.841680 2.368701 -1.3 -1.8 1.6
C -1.649489 -0.025786 3.439152 0.4 0.1 -0.2
H -2.431961 -0.574747 3.983438 0.2 0.2 -0.1
H -1.082168 0.577510 4.161578 -0.3 -0.3 -0.1
H -0.970775 -0.765058 2.998264 -0.2 0.0 0.1
C 1.298737 -0.392583 1.508442 3.9 -4.5 8.2
C 3.449161 -1.210624 -3.327097 -0.5 -0.3 -0.5
H 3.463576 -2.290177 -3.513258 0.0 0.3 0.1
H 2.817325 -0.735047 -4.082217 0.2 -0.1 0.0
H 4.470035 -0.833054 -3.463664 -0.2 0.0 0.2
C -1.113811 4.322841 2.143575 -0.5 0.1 -0.2
H -0.475987 5.161958 2.451930 0.0 -0.3 -0.1
H -1.594090 4.604506 1.202084 0.1 0.1 0.2
H -1.890395 4.197255 2.906564 0.2 0.0 -0.2
C -3.306753 1.827105 2.995197 0.5 1.0 -0.3
H -4.111167 1.251262 3.482937 0.3 -0.2 -0.2
H -2.836286 2.442084 3.776032 -0.2 -0.2 -0.2
H -3.789005 2.487682 2.261815 0.1 -0.2 0.3
C 1.391644 -3.825901 -2.586303 0.5 0.3 -0.5
H 2.481367 -3.956007 -2.508681 -0.4 0.0 0.0
H 0.945627 -4.832532 -2.539024 0.0 0.3 0.2
H 1.148492 -3.417020 -3.576879 0.1 -0.2 0.3
H -0.272932 -3.020073 -1.502669 0.2 0.3 0.0
H -2.872961 0.165617 1.701798 0.4 0.2 -0.3
H 3.071756 0.209477 -1.753493 0.1 -0.2 -0.2
H 0.555967 3.284012 1.271599 -0.1 0.1 0.1
O 1.892100 -0.779844 2.436609 -1.5 1.8 -3.3
H -0.614514 1.659226 -2.024083 1.3 0.6 0.2
H 1.771191 1.087324 -0.063889 1.3 1.0 -0.1
O -1.899060 -1.871331 0.319937 0.1 0.0 -0.1
H -2.506009 -2.266114 -0.324085 0.0 0.0 0.2
H -1.759777 -2.568559 0.978537 -0.1 0.1 -0.1

---

66
Properties=species:S:1:pos:R:3:forces:R:3 method="wB97M-V/def2-TZVPD" homo_lumo_gap_ev=3.405 molar_mass_g_mol=395.50 e_homo_ha=-0.048 total_energy_ev=-41714.4216 fmax_ev_per_a=2.5 total_charge=-1
C -1.765222 0.630378 0.659143 0.6 1.6 -0.6
P -1.699852 1.940363 -0.633262 -0.6 -2.1 -1.2
C -3.233953 3.060906 -0.659212 -0.5 0.6 1.0
C -4.043099 3.122077 0.688154 -0.6 1.0 -0.8
C -0.104850 2.928758 -0.565497 0.6 -0.2 1.2
C 0.608277 2.985523 0.837623 0.6 1.1 -0.4
H -1.471988 0.989094 1.654013 -0.4 -0.1 -0.4
H -2.750031 0.110604 0.672368 0.6 0.3 -0.2
H -3.929041 2.611493 -1.409916 0.7 0.2 0.4
H -3.020515 4.096842 -1.029908 0.0 -0.6 0.3
H -3.450421 3.519458 1.534702 -0.2 -0.5 -0.4
H -4.537321 2.162059 0.939521 0.7 0.4 0.0
H -4.885770 3.848767 0.523338 0.5 -0.4 0.3
H 0.607791 2.411704 -1.254170 -0.6 0.3 0.4
H -0.196285 3.967878 -0.954322 -0.4 -0.6 0.2
H 1.273425 2.113137 1.008712 -0.8 0.3 0.0
H -0.082103 3.159628 1.687126 0.3 -0.4 -0.5
H 1.293825 3.877814 0.825923 -0.4 -0.6 0.1
C -1.837626 -0.679526 4.455204 0.1 -0.1 -0.1
O -1.929536 0.096395 3.532308 -0.1 0.0 0.6
N -0.849019 -1.597497 4.592311 -0.3 0.1 0.3
C -0.788140 -2.502403 5.717411 0.2 0.1 -0.3
C 0.181384 -1.668874 3.567887 -0.1 -0.2 -0.1
H -2.573478 -0.702621 5.279734 0.0 -0.1 0.1
H 0.149333 -2.347354 6.258172 0.0 -0.2 0.1
H -0.828546 -3.533669 5.356646 0.0 -0.1 0.2
H -1.623709 -2.330394 6.396695 0.0 0.0 -0.1
H 0.688725 -0.703507 3.499534 0.0 -0.1 -0.1
H -0.286622 -1.881724 2.603572 0.1 0.2 -0.1
H 0.911139 -2.450663 3.808654 -0.8 0.6 -0.1
C -4.098437 -2.425935 -4.036896 0.1 0.6 0.2
O -3.756476 -3.537214 -3.673884 0.0 -0.2 0.0
N -3.726352 -1.265228 -3.459047 -0.3 -0.5 -0.4
C -4.179504 0.017078 -3.955474 0.2 0.0 0.1
C -2.842638 -1.292370 -2.302603 0.0 -0.2 0.1
H -4.767036 -2.279785 -4.902936 0.0 0.1 -0.1
H -3.314868 0.618091 -4.245200 -0.1 0.1 0.0
H -4.730221 0.535626 -3.167218 0.0 0.1 -0.1
H -4.831458 -0.112139 -4.820654 0.0 -0.1 0.0
H -1.905173 -1.779250 -2.574468 0.0 0.1 0.1
H -3.311143 -1.863404 -1.499397 0.1 0.0 0.0
H -2.644007 -0.275884 -1.964311 0.1 0.0 0.0
C 3.768210 -3.078401 4.323771 0.3 0.0 -0.1
O 2.558863 -3.102044 4.220957 0.7 -0.4 0.2
N 4.629700 -3.094976 3.281988 0.0 0.0 0.4
C 6.064891 -3.063417 3.469916 -0.2 0.0 -0.2
C 4.092039 -3.145209 1.932089 -0.3 0.0 0.1
H 4.270397 -3.038281 5.303545 0.1 0.0 0.0
H 6.475611 -2.179497 2.976489 0.1 -0.1 0.1
H 6.507759 -3.960480 3.030494 0.1 0.1 0.0
H 6.314688 -3.026746 4.529578 -0.1 0.0 0.0
H 3.454760 -2.275923 1.761624 0.0 -0.1 -0.1
H 3.486512 -4.045720 1.815709 0.0 0.1 -0.1
H 4.901160 -3.152884 1.204550 0.0 0.0 0.1
C 0.809441 2.008759 -4.668685 -0.1 0.1 0.2
O 0.080416 1.167556 -5.145336 0.2 -0.2 -0.3
N 2.166166 1.983234 -4.722908 -0.1 0.2 0.1
C 2.977338 3.025410 -4.130730 0.0 -0.3 -0.2
C 2.817144 0.875539 -5.394379 -0.3 0.0 0.0
H 0.414303 2.888255 -4.136734 0.0 0.0 0.1
H 3.588352 3.495497 -4.906570 0.1 0.1 0.1
H 3.631055 2.589398 -3.371212 0.1 0.2 0.0
H 2.349585 3.783442 -3.664509 0.0 -0.1 0.0
H 2.490110 0.838597 -6.435734 0.1 -0.1 0.0
H 2.533237 -0.060431 -4.909347 0.1 0.0 -0.1
H 3.898802 0.994089 -5.354940 0.0 0.1 0.0